1.
C25H25NO7 | ωB97M-V/def2-TZVPD

Structure (ORCA input):
```
! RIJCOSX wB97M-V def2-TZVPD def2/J DEFGRID3
* xyz 0 1
C -2.3452 0.7276 3.4670
O -0.2669 1.7318 -3.5298
H -0.0191 2.3236 1.5995
C 2.2841 -1.0327 0.6480
C -0.6894 0.5162 -3.1074
C -1.4413 -1.9456 -2.0418
C -1.2194 -0.1158 1.4488
C -3.8756 2.6042 6.1212
C -0.7139 2.1378 2.4005
H -0.2731 3.2006 -4.8842
H -0.3460 -2.5745 0.2286
C -2.5590 1.6939 4.4366
C -0.7585 2.2357 -4.7482
C 0.1162 -1.6184 -0.0769
O -3.5030 1.4499 5.4019
C -1.4039 0.9285 2.4634
C 4.5934 -2.2435 -2.9784
O 1.6326 0.5926 2.3314
H 3.1534 -2.9408 -0.6788
H 5.1845 -2.7290 -2.2037
O -1.9590 3.8499 5.3594
H -1.7301 -2.9068 -1.6386
H 0.5955 0.6831 -1.4148
N 1.5448 -1.8126 -0.1746
H 4.4086 -0.0426 -3.0809
H 4.3435 -0.7123 -1.4324
H -1.8437 2.3792 -4.7162
H -2.9147 -0.1862 3.5152
H -4.5301 3.2353 5.5039
H -2.0633 0.0365 -4.6999
H -4.4219 2.2592 7.0002
C -2.6343 3.4033 6.5148
H -0.5014 1.5810 -5.5870
H -0.3887 4.0365 3.3411
C 3.3212 -3.0425 -3.2912
H 5.2188 -2.1283 -3.8613
C -0.0183 -0.5591 1.0003
C -1.8217 2.8831 4.4022
H 3.1019 -3.0142 -4.3584
C 2.1452 -2.7666 -1.0646
H -2.8989 4.2954 7.0842
C -1.9881 -1.5016 -3.2308
C 2.2417 -2.2633 -2.5274
C 1.3095 -0.1867 1.4633
H 1.2572 -2.3180 -3.0016
H -2.2391 -1.2592 0.2861
O 3.4933 -1.0492 0.7282
C -0.5030 -1.1581 -1.3806
C 4.0629 -0.8846 -2.4780
C -0.1374 0.0661 -1.9084
O 2.6480 -0.9215 -2.5969
H 3.3822 -4.0808 -2.9727
H 1.5767 -3.7018 -1.0425
H -1.9690 2.7662 7.1131
C -1.6204 -0.2806 -3.7693
O -2.3836 -0.6279 1.0054
C -0.9232 3.1008 3.3628
H -2.7112 -2.1130 -3.7499
*
```

## Properties
E_LUMO	-0.03	eV
SMILES	COc1cccc([C@@H]2/C(=C(\O)c3ccc4c(c3)OCCO4)C(=O)C(=O)N2C[C@@H]2CCCO2)c1
energy above the lowest of the compared OMol25 structures with the same formula, charge and spin	12.55	kcal per mole
DFT total energy	-1549.07509	hartree
HOMO	-8.19	eV

***

2.
C27H42N13O5P | ωB97M-V/def2-TZVPD

Structure (ORCA input):
```
! RIJCOSX wB97M-V def2-TZVPD def2/J DEFGRID3
* xyz 0 1
H 1.9751 -5.9956 1.0236
H 1.6084 2.5651 3.6782
C -1.1787 3.5051 -1.3405
H 2.4413 2.0495 7.9715
N -0.0892 0.4757 2.0600
N 3.1309 2.8203 10.5431
N -0.3725 -0.4140 6.9656
H 0.6464 -4.3545 -4.7710
H -1.5274 0.5810 -7.6577
H 4.8168 1.3698 6.2256
H -2.3287 5.6446 -4.9568
C 1.6034 2.2475 7.3047
C 0.5883 -3.9736 -3.7485
H 2.2930 -6.8716 -0.4859
H 0.2310 -1.8737 -4.1443
C 1.8693 3.4601 6.5175
C -5.4168 2.2214 -2.7481
H 2.2244 2.5952 2.0137
H 2.0641 -0.5747 -2.0570
C -4.8813 2.5016 -1.4054
N 2.6848 -3.8153 -1.1290
H -5.3270 -1.7199 -3.2773
C -0.6113 0.1424 -8.0502
C 2.6434 -6.0738 0.1678
N -0.4849 -8.7077 -0.8359
H -1.5212 -5.9677 -1.9753
H 0.7014 2.3806 7.8982
N 0.0460 -1.9352 -6.6300
H -2.7214 -0.7055 4.8852
H 4.5913 -2.4780 -3.8683
O -2.0380 -2.4746 -2.2304
C 2.7908 3.8651 10.2697
H -6.0111 1.3105 -2.7179
H 2.8457 5.9529 10.5333
C -1.4010 2.2611 -0.5920
N -4.5219 0.5345 -5.3144
C -1.0173 -2.8900 -2.5427
H -0.5647 2.0767 0.0789
H -2.3708 -6.2206 -0.4391
C -0.8880 -7.6505 -0.8794
C 3.9828 -0.0759 4.9417
P 2.5783 -1.7878 -3.7270
C -2.2361 6.4831 -4.2688
H -6.0522 3.0488 -3.0590
H -2.3119 2.3339 -0.0084
H 0.1864 0.8819 -8.0083
C -0.9458 -0.6523 6.0186
O 2.5720 -1.0915 -5.2206
H 3.6448 -6.3145 0.5192
C 1.9084 1.9487 2.8306
N 2.0744 4.3952 5.9101
H -1.2433 -0.3947 3.9538
H -1.4915 1.4262 -1.2858
H -0.7097 -5.5988 -0.4422
N -4.5437 2.7212 -0.3453
H -4.8894 -2.5487 -4.7829
O 0.2266 -2.3723 -2.2195
H -4.6172 2.1019 -3.4736
H -3.6199 -1.9763 -3.6857
N 2.8550 -0.6621 -2.6884
H -0.7710 -0.1541 -9.0852
H 5.4378 1.3985 4.5642
H -1.5842 -2.0266 4.5613
C -1.4049 -6.2756 -0.9378
O -0.7988 -3.9649 -3.3622
C 0.8845 -2.4939 -3.4995
H -1.3996 6.3006 -3.5980
H 1.2629 -4.4828 -3.0421
H 2.5865 5.4175 8.8612
O 3.7482 -2.9176 -3.6923
H 1.2695 5.3028 10.0446
H 2.7392 1.3152 3.1262
C 5.1158 0.7531 5.3797
C 2.3456 5.2185 9.9047
H 5.9452 0.1152 5.6788
N -1.8453 8.6821 -5.6065
H 1.7994 -1.4540 -5.6941
H 1.4661 1.3954 6.6409
N 3.1088 -0.7125 4.6040
N -1.0070 4.4626 -1.9210
C -2.0153 7.7258 -5.0244
C -0.2407 -1.0307 -7.2496
C 2.6662 -4.7987 -0.5663
C -4.5591 -0.4664 -4.7867
C -4.6048 -1.7577 -4.0912
H -3.1492 6.5649 -3.6822
C -1.6690 -0.9637 4.7795
C 0.7827 1.1167 2.3962
*
```

## Properties
E_LUMO	0.13	eV
DFT total energy	-2483.32425	hartree
HOMO	-8.63	eV

***

3.
C15H22BCrN6S3 | ωB97M-V/def2-TZVPD

Structure (ORCA input):
```
! RIJCOSX wB97M-V def2-TZVPD def2/J DEFGRID3
* xyz 1 5
C -0.7230 -0.7390 2.8883
H 1.3586 4.5109 1.4400
C 3.1099 -0.6671 -0.5541
H -3.3488 1.8175 -1.0522
H -0.2638 5.0888 -0.6927
S -2.4081 -0.2031 -0.0047
H -0.7719 -0.6958 5.1077
H 2.9034 -1.3340 -1.3727
H 1.5289 -3.1068 -1.6908
C -0.3613 2.8702 -0.7917
H 1.1921 1.1813 4.6940
H -0.9752 2.6172 -1.6425
H 0.5547 -2.3069 -3.7181
C 0.4422 -3.0593 -1.7273
H -1.4780 -1.4467 2.5840
C 0.8371 3.8449 0.7678
N 0.1919 1.9094 -0.0467
C -0.3656 -0.3457 4.1727
S -0.0415 -2.5722 -0.0518
C 4.0161 0.6540 0.9467
N 0.0064 -0.0790 1.9808
H -2.6326 -1.8203 -1.7474
C -0.0324 -2.1209 -2.8200
H 2.4394 2.3572 2.6187
N 2.6844 0.7589 1.0146
H 5.3182 -0.5678 -0.3612
H 0.0724 -4.0749 -1.8720
H -2.9346 -0.0025 -3.5263
H -2.1279 1.6177 -3.2144
C -1.8251 -2.9241 -0.0531
H -3.7597 -2.1100 -0.4146
C 0.0104 4.1199 -0.3091
N 0.8305 0.7435 2.6672
N 0.9262 2.5183 0.9149
N 2.1150 -0.0606 0.0994
S 0.1833 -0.3547 -2.4255
H -1.9462 -3.8752 -0.5717
C -3.3491 0.8666 -1.5741
C 0.6259 0.6011 3.9811
Cr 0.1012 -0.1079 -0.0642
C 4.3370 -0.2593 -0.0416
H -2.0776 -3.0879 0.9936
H -1.0755 -2.3119 -3.0714
B 1.7905 1.6689 1.8881
H 4.6515 1.2380 1.5959
C -2.7303 0.8046 -2.8337
H -4.2714 0.3073 -1.4468
C -2.7274 -1.8627 -0.6633
*
```

## Properties
E_LUMO (spin up / spin down)	-2.63 / -4.27	eV
energy above the lowest of the compared OMol25 structures with the same formula, charge and spin	25.06	kcal per mole
DFT total energy	-3177.09728	hartree
HOMO (spin up / spin down)	-10.63 / -11.13	eV

***

4.
C35H33ClN4Si2Ti | ωB97M-V/def2-TZVPD

Structure (ORCA input):
```
! RIJCOSX wB97M-V def2-TZVPD def2/J DEFGRID3
* xyz 1 2
C 0.7377 -2.2282 -10.0048
C 0.0404 2.4686 -7.8880
N 1.3791 3.1910 1.4666
H 0.2362 -2.3631 1.4335
C -2.6360 3.0015 -3.6309
H 0.9501 4.6287 -10.3669
H 2.9921 -4.1936 -8.3680
H 1.7111 0.2325 -5.3870
C 0.5403 -2.4760 -3.5376
H -2.3765 0.9560 0.2950
C -1.2470 -3.7430 -4.5841
H 0.4008 -4.6321 -3.4909
H -0.4987 4.5615 -5.7782
Si 1.0817 0.1964 -6.7524
C -0.3415 3.1269 0.0856
C 2.2903 0.8978 1.0597
H 2.0592 3.4923 2.1656
C 0.2680 3.9055 1.0224
H 0.0164 4.8711 1.4174
C -0.4850 1.8286 -3.7018
H -2.7685 -2.5682 -5.5842
C -0.0593 -3.7023 -3.8401
H -0.7142 -2.8744 -1.0530
C 2.8446 -1.2390 1.2105
C 2.3387 2.0725 -8.5667
H -0.9967 4.0612 -8.8932
H -1.2364 3.2947 -0.4921
H -2.1879 1.2474 -2.4647
C 2.3345 -3.3435 -8.5645
Cl 2.6724 0.7680 -3.1620
H 1.4598 -2.4609 -2.9465
C -1.8509 -2.5460 -4.9871
N 3.1566 0.7611 2.0938
C 1.5241 -3.3507 -9.7099
C -0.8957 -0.4317 1.2590
C -0.8831 -1.9696 -0.4776
N 2.0668 -0.3234 0.5009
C 2.2960 -2.2720 -7.6619
H 3.0664 3.3221 -10.1732
H 4.2425 -0.9239 2.9205
H -0.3440 0.0181 -6.5331
H -2.8407 4.7055 -4.9549
C -0.0585 3.5041 -8.8211
C 0.7081 -1.1476 -9.1172
Si 0.6325 0.3727 -3.2673
H -1.8320 -0.3996 -4.8508
C -1.7495 -0.8842 -0.8522
H 3.4876 1.5301 2.6742
C 1.4534 2.0335 0.7722
H -3.6504 3.0906 -3.2304
C 1.4440 -1.1874 -7.9149
C -0.0112 2.8353 -4.5643
H 3.2774 1.5206 -8.4641
C 1.0299 3.8166 -9.6418
H -1.7080 -4.7054 -4.8274
C 2.2224 3.0895 -9.5214
N 0.3901 1.9519 -0.0706
H 1.0317 2.8063 -4.8944
C -1.7515 0.0695 0.2271
H -2.3673 -0.8362 -1.7440
C -1.8029 1.9602 -3.2011
H 0.1423 -2.1907 -10.9214
C -0.0596 -1.2610 -3.9281
H -0.8262 2.2185 -7.2661
C 3.5436 -0.5776 2.1783
H 2.9158 -2.2736 -6.7625
C -0.3607 -1.6892 0.8243
C -0.8612 3.8423 -5.0373
H -0.7897 -0.0102 2.2565
C -2.1800 3.9220 -4.5801
Ti 0.3167 -0.0622 -0.6146
C 1.2330 1.7374 -7.7619
C -1.2936 -1.3187 -4.6110
H 2.8360 -2.2879 0.9553
H 1.5213 -4.2103 -10.3875
H 0.0925 -0.2697 -9.3513
*
```

## Properties
E_LUMO (spin up / spin down)	-3.57 / -3.53	eV
energy above the lowest of the compared OMol25 structures with the same formula, charge and spin	0.00	kcal per mole
DFT total energy	-3461.03841	hartree
HOMO (spin up / spin down)	-9.23 / -9.22	eV

***

5.
C3H11N3O2P2S | ωB97M-V/def2-TZVPD

Structure (ORCA input):
```
! RIJCOSX wB97M-V def2-TZVPD def2/J DEFGRID3
* xyz 0 1
H -3.3891 0.6896 -0.3607
H 3.5563 1.1815 1.1781
H -2.9207 -0.2256 0.9502
C -2.6564 -0.0125 -0.0703
H 2.2821 1.8675 -0.1338
C 2.9442 0.9936 0.2802
H -1.5827 0.8096 -2.3614
O 1.9629 -0.6534 2.2797
H 3.0454 0.2324 -0.4077
H 0.0849 -1.9017 2.3894
N 0.4261 1.0825 -1.4244
N 0.9454 -1.6958 -1.5711
C -0.8094 0.8039 -1.4879
N -1.2390 0.3089 -0.2180
O 0.5997 1.2755 1.5700
H 0.7725 1.3676 -2.3326
P -0.4666 -2.5540 1.2686
S 1.5294 0.1801 1.2012
H 0.3072 -3.5402 0.7511
H -0.7692 0.7807 0.5604
P 0.5026 -1.2525 -0.2191
H -2.7233 -1.0659 -0.4056
*
```

## Properties
E_LUMO	0.03	eV
energy above the lowest of the compared OMol25 structures with the same formula, charge and spin	59.21	kcal per mole
DFT total energy	-1516.35222	hartree
HOMO	-8.35	eV